# C3H8N3O

A gas-phase ion, C3H8N3O (charge +1) (ωB97M-V/def2-TZVPD, OMol25).

Atoms and positions in Å:
C1 1.122708 -0.772320 0.054295
C2 1.962991 0.305604 0.589463
C3 -1.227846 -0.402590 -0.576510
N1 -0.056692 -0.888089 -0.290488
N2 -1.557123 0.078169 -1.827005
N3 -2.185565 -0.385421 0.372227
O1 1.221259 1.432947 0.998243
H1 1.655555 -1.669827 -0.057959
H2 2.522804 -0.121684 1.501404
H3 2.756685 0.526932 -0.193105
H4 -0.982499 -0.301664 -2.654281
H5 -2.505553 0.225038 -2.256135
H6 -3.113926 -0.074884 0.213761
H7 1.186739 2.002701 0.308830
H8 -1.972373 -0.545198 1.425173

Forces on atoms 1 to 6 (eV/Å):
C 1.1262 -0.4002 0.1618
C 0.7975 0.8243 0.9678
C -2.3756 1.3222 0.2104
N -1.4951 0.1249 -1.1529
N 1.1459 -1.3751 -2.5528
N 1.4303 -0.6100 2.6557

Properties
Electronic energy   -358.34246 hartree
Net charge   +1
Kohn-Sham gap   10.88 eV
Highest occupied orbital energy   -14.47 eV
SMILES   NC(=[NH2+])/N=C\CO
Relative energy (zero: lowest compared OMol25 entry of this formula, charge and spin)   33.88 kcal/mol

=====

# C3H8N3O

A molecular structure, C3H8N3O (ωB97M-V/def2-TZVPD, OMol25).

Atoms and positions in Å:
C1 0.296132 1.220143 1.059065
C2 0.059232 -1.013305 -1.900702
C3 0.030404 -1.888169 -0.692597
N1 -0.154060 2.060478 1.923360
N2 -0.669271 0.452712 0.320904
N3 0.106274 -0.452473 -0.547370
O1 1.490195 0.880587 0.818169
H1 0.954624 -0.856565 -2.462727
H2 -0.838503 -0.739177 -2.552203
H3 -0.881612 -2.494140 -0.563477
H4 0.838962 -2.491091 -0.258763
H5 -1.154191 2.033846 1.996577
H6 0.409958 2.711365 2.532855
H7 -1.695380 0.446535 0.485421
H8 1.207236 0.129254 -0.158513

Forces on atoms 1 to 6 (eV/Å):
C 1.7118 -1.2732 -0.2612
C -0.4725 -0.5511 -1.8503
C -0.6106 -1.7489 -0.9428
N 0.1836 1.7378 1.5452
N -3.3603 3.1916 3.3976
N 5.2017 -2.5849 -3.3885

Properties
Electronic energy   -358.05670 hartree
Net charge   +1
Kohn-Sham gap (spin up / spin down)   5.78 / 7.28 eV
Highest occupied orbital energy (spin up / spin down)   -8.86 / -15.37 eV
Relative energy (zero: lowest compared OMol25 entry of this formula, charge and spin)   109.20 kcal/mol
Multiplicity   3